{
  "formula": "C16H22N4O2S",
  "method": "wB97M-V/def2-TZVPD",
  "mol_weight_g_mol": 334.44,
  "homo_lumo_gap_ev": 10.15,
  "e_above_lowest_kj_mol": 101.7,
  "fmax_ev_per_a": 0.1,
  "e_homo_ev": -9.51,
  "elements": ["C", "C", "C", "C", "C", "N", "C", "O", "N", "C", "C", "C", "C", "N", "C", "O", "C", "C", "C", "C", "C", "N", "S", "H", "H", "H", "H", "H", "H", "H", "H", "H", "H", "H", "H", "H", "H", "H", "H", "H", "H", "H", "H", "H", "H"],
  "positions_angstrom": [[-0.286348, 0.387906, -4.035484], [-0.139437, 1.116197, -2.707014], [-0.560443, 0.280922, -1.471308], [-2.055309, -0.057377, -1.486172], [0.229400, -0.959668, -1.435021], [0.867756, -1.913943, -1.380684], [-0.251989, 1.165397, -0.242470], [-0.973961, 2.106487, 0.020179], [0.860517, 0.852725, 0.457110], [1.394962, 1.715719, 1.500090], [2.092283, 0.888528, 2.541349], [3.404967, 0.788439, 2.717232], [4.469779, 1.496188, 1.924674], [5.548808, 0.609052, 1.492129], [5.553778, -0.189204, 0.380974], [6.587425, -0.608115, -0.093532], [4.201841, -0.566950, -0.218626], [3.892507, 0.183175, -1.482835], [3.645561, -0.343711, -2.715927], [3.404062, 0.676742, -3.678600], [3.154736, 0.431551, -5.134459], [3.445101, 1.906335, -3.220828], [3.789005, 1.886135, -1.612534], [0.068683, 1.021752, -4.847418], [0.301610, -0.531846, -4.051066], [-1.324585, 0.132082, -4.247392], [0.897754, 1.435104, -2.573939], [-0.755077, 2.016816, -2.686907], [-2.335634, -0.609235, -0.589583], [-2.620066, 0.872206, -1.511441], [-2.303942, -0.661980, -2.356118], [1.438994, 0.099333, 0.121541], [2.056108, 2.465258, 1.059679], [0.551791, 2.251937, 1.934500], [1.440356, 0.298513, 3.177543], [3.780686, 0.133804, 3.497411], [4.041302, 2.033966, 1.078497], [4.934239, 2.255057, 2.556170], [6.482818, 0.858043, 1.780756], [4.260897, -1.626881, -0.461043], [3.412819, -0.444304, 0.521288], [3.640903, -1.402781, -2.928891], [2.618977, -0.504427, -5.287579], [2.580531, 1.252281, -5.560640], [4.101914, 0.367991, -5.673000]],
  "forces_ev_per_a": [[-0.01, 0.00, 0.03], [0.00, -0.01, -0.01], [0.01, 0.03, -0.04], [0.02, 0.00, 0.02], [-0.02, -0.04, 0.04], [0.00, 0.04, -0.02], [-0.02, 0.01, 0.03], [0.01, -0.01, -0.02], [0.02, -0.01, 0.01], [-0.02, 0.01, -0.05], [-0.02, -0.03, 0.00], [0.00, 0.01, -0.01], [-0.03, -0.09, 0.04], [0.04, 0.13, -0.04], [-0.03, 0.03, -0.07], [0.00, -0.07, 0.04], [0.02, 0.04, -0.04], [-0.01, -0.06, -0.03], [0.08, 0.02, 0.05], [0.02, -0.02, -0.02], [-0.01, 0.03, 0.00], [-0.03, 0.03, 0.02], [0.01, 0.00, 0.00], [0.00, 0.01, 0.00], [0.00, -0.01, 0.01], [0.00, 0.00, 0.00], [-0.01, -0.01, 0.00], [0.01, 0.00, 0.00], [0.00, -0.01, 0.00], [0.01, 0.00, 0.00], [0.00, 0.00, 0.00], [0.00, -0.01, 0.02], [-0.02, 0.01, 0.01], [0.00, 0.00, 0.00], [0.00, 0.01, 0.00], [0.00, 0.00, 0.00], [0.01, -0.01, 0.00], [0.01, 0.00, 0.00], [-0.01, -0.01, 0.00], [0.01, 0.00, 0.00], [-0.03, 0.01, 0.02], [-0.01, 0.00, 0.00], [-0.01, 0.00, 0.00], [0.02, -0.01, 0.00], [0.01, -0.01, 0.01]],
  "nbo_charge": [-0.62, -0.38, -0.26, -0.59, 0.32, -0.35, 0.71, -0.62, -0.62, -0.27, -0.18, -0.19, -0.27, -0.62, 0.69, -0.60, -0.55, -0.18, -0.30, 0.20, -0.65, -0.61, 0.61, 0.22, 0.21, 0.21, 0.22, 0.23, 0.22, 0.24, 0.22, 0.41, 0.20, 0.24, 0.21, 0.21, 0.20, 0.23, 0.41, 0.27, 0.23, 0.24, 0.22, 0.23, 0.23]
}

{
  "formula": "C16H22N4O2S",
  "method": "wB97M-V/def2-TZVPD",
  "mol_weight_g_mol": 334.44,
  "homo_lumo_gap_ev": 10.13,
  "e_above_lowest_kj_mol": 102.5,
  "fmax_ev_per_a": 0.1,
  "e_homo_ev": -9.50,
  "elements": ["C", "C", "C", "C", "C", "N", "C", "O", "N", "C", "C", "C", "C", "N", "C", "O", "C", "C", "C", "C", "C", "N", "S", "H", "H", "H", "H", "H", "H", "H", "H", "H", "H", "H", "H", "H", "H", "H", "H", "H", "H", "H", "H", "H", "H"],
  "positions_angstrom": [[-3.809156, -1.472417, -1.376339], [-3.072198, -0.605619, -0.366715], [-1.539263, -0.832319, -0.333768], [-1.168600, -2.264532, 0.061451], [-0.981126, -0.525978, -1.659725], [-0.537707, -0.257905, -2.685206], [-0.991674, 0.143645, 0.731087], [-1.084118, -0.133404, 1.909742], [-0.497365, 1.311838, 0.266654], [-0.151115, 2.416510, 1.146641], [1.049203, 3.145682, 0.612149], [1.044115, 4.328905, 0.008639], [-0.163683, 5.186952, -0.252441], [-0.238254, 5.708228, -1.611176], [-0.455679, 5.032526, -2.776492], [-0.491198, 5.610228, -3.843120], [-0.636508, 3.521532, -2.696615], [-2.061086, 3.083330, -2.522796], [-2.751591, 2.226387, -3.327545], [-4.078287, 2.023570, -2.856548], [-5.104527, 1.172312, -3.538631], [-4.389446, 2.666640, -1.753537], [-3.103889, 3.556991, -1.251980], [-4.871846, -1.231042, -1.365568], [-3.438173, -1.304319, -2.389566], [-3.713137, -2.534075, -1.149275], [-3.261451, 0.450743, -0.579318], [-3.431202, -0.799069, 0.645598], [-0.087174, -2.377442, 0.127361], [-1.597923, -2.477709, 1.037867], [-1.545764, -2.975528, -0.670725], [-0.534395, 1.486286, -0.724966], [-1.011690, 3.076936, 1.270666], [0.062759, 1.985377, 2.123648], [1.993876, 2.621481, 0.714391], [1.984049, 4.738685, -0.348655], [-1.081431, 4.660228, 0.007752], [-0.129058, 6.060369, 0.401044], [-0.143696, 6.702608, -1.742844], [-0.275486, 3.125814, -3.643633], [-0.003117, 3.114870, -1.907012], [-2.334294, 1.758742, -4.207211], [-4.640984, 0.521010, -4.277944], [-5.638102, 0.562517, -2.811605], [-5.837802, 1.801065, -4.045193]],
  "forces_ev_per_a": [[0.00, -0.01, 0.00], [0.01, 0.01, 0.01], [0.00, 0.00, -0.01], [0.00, -0.01, 0.00], [0.05, -0.03, 0.02], [-0.02, 0.01, -0.02], [-0.12, 0.05, -0.01], [0.04, -0.01, 0.01], [0.04, -0.01, 0.00], [-0.02, 0.00, -0.02], [0.01, -0.01, 0.02], [0.01, 0.01, 0.00], [-0.05, 0.01, 0.01], [0.05, 0.00, -0.02], [0.01, 0.01, 0.00], [-0.04, 0.01, 0.01], [0.03, -0.03, 0.02], [-0.01, 0.01, -0.01], [-0.03, 0.03, -0.02], [0.00, 0.00, 0.01], [0.00, -0.01, 0.01], [-0.01, -0.01, -0.02], [0.00, -0.01, 0.01], [0.01, 0.00, 0.00], [0.00, 0.00, 0.00], [0.00, 0.00, 0.00], [0.00, -0.02, 0.01], [0.00, 0.00, 0.00], [0.00, 0.00, 0.00], [0.00, 0.00, 0.00], [0.00, 0.00, 0.00], [0.02, 0.00, 0.00], [0.00, 0.00, 0.02], [0.01, 0.01, 0.00], [0.00, 0.00, 0.00], [0.00, 0.00, -0.01], [0.01, 0.00, 0.00], [0.00, 0.00, 0.00], [0.00, 0.00, 0.00], [0.00, -0.01, 0.00], [0.00, 0.01, -0.01], [0.00, 0.00, 0.01], [0.00, -0.01, 0.00], [-0.01, 0.02, 0.00], [0.01, 0.00, -0.02]],
  "nbo_charge": [-0.62, -0.38, -0.26, -0.59, 0.32, -0.35, 0.71, -0.62, -0.62, -0.27, -0.18, -0.19, -0.27, -0.62, 0.69, -0.60, -0.54, -0.20, -0.30, 0.20, -0.64, -0.61, 0.62, 0.22, 0.21, 0.21, 0.22, 0.23, 0.22, 0.24, 0.22, 0.41, 0.20, 0.25, 0.21, 0.21, 0.20, 0.23, 0.41, 0.26, 0.23, 0.24, 0.22, 0.23, 0.23]
}

{
  "formula": "C16H22N4O2S",
  "method": "wB97M-V/def2-TZVPD",
  "mol_weight_g_mol": 334.44,
  "homo_lumo_gap_ev": 8.95,
  "e_above_lowest_kj_mol": 176.0,
  "fmax_ev_per_a": 1.2,
  "e_homo_ev": -8.18,
  "smiles": "CCCc1nnc(SCC(=O)N2CCCC2)n1Cc1ccco1",
  "elements": ["C", "C", "H", "H", "C", "C", "N", "N", "C", "N", "C", "C", "C", "C", "C", "O", "H", "H", "H", "H", "H", "S", "C", "H", "C", "O", "N", "C", "C", "H", "C", "H", "C", "H", "H", "H", "H", "H", "H", "H", "H", "H", "H", "H", "H"],
  "positions_angstrom": [[0.442741, 6.214275, -1.860317], [-0.084702, 4.806359, -1.618740], [-1.127326, 4.843351, -1.302582], [-0.047105, 4.228495, -2.542497], [0.728929, 4.081015, -0.549982], [0.208806, 2.712708, -0.309131], [-0.849728, 2.177625, -0.840880], [-0.979151, 0.919460, -0.375057], [0.014270, 0.703110, 0.443367], [0.805342, 1.813873, 0.542546], [2.031621, 1.942248, 1.293630], [3.206251, 1.532032, 0.465969], [3.740312, 0.303665, 0.211942], [4.808184, 0.520092, -0.693207], [4.838190, 1.859238, -0.924188], [3.870399, 2.482828, -0.230737], [5.473198, 2.470220, -1.534240], [5.458290, -0.221087, -1.109700], [3.410754, -0.629298, 0.620768], [2.142837, 2.984081, 1.605457], [1.955407, 1.294478, 2.171232], [0.346877, -0.764910, 1.310041], [-1.120663, -1.672950, 0.742040], [-1.197128, -1.529534, -0.335856], [-0.920164, -3.125385, 1.126002], [0.081930, -3.507307, 1.699516], [-1.924807, -3.948283, 0.784757], [-1.885286, -5.361610, 1.127090], [-3.338362, -5.804211, 1.003771], [-3.878009, -5.587562, 1.926263], [-3.855836, -4.918358, -0.128502], [-3.527736, -5.315126, -1.089621], [-3.171934, -3.578343, 0.144922], [-3.777361, -2.962175, 0.821365], [-2.994616, -3.007897, -0.770074], [-4.939952, -4.831422, -0.138594], [-3.430468, -6.865195, 0.784591], [-1.242971, -5.895167, 0.417392], [-1.465196, -5.486011, 2.126634], [-2.002829, -1.242753, 1.217440], [1.777658, 4.014259, -0.856319], [0.695041, 4.646780, 0.387980], [-0.145937, 6.713513, -2.625559], [0.390939, 6.806188, -0.948580], [1.479292, 6.184692, -2.190354]],
  "forces_ev_per_a": [[-0.11, -0.22, 0.01], [0.16, 0.12, 0.12], [-0.03, -0.06, -0.07], [-0.09, -0.04, 0.01], [-0.12, 0.08, -0.17], [0.13, -0.08, 0.16], [0.04, 1.09, -0.49], [-0.03, -0.94, 0.40], [-0.07, 0.10, 0.01], [-0.83, -0.17, -0.23], [0.42, 0.07, -0.27], [0.01, -0.81, 0.37], [-0.28, 0.58, 0.27], [0.12, 0.50, -0.22], [0.41, -0.71, -0.26], [-0.26, 0.42, 0.17], [0.04, 0.16, -0.05], [0.18, -0.10, -0.13], [-0.12, -0.19, 0.12], [-0.03, -0.16, 0.10], [0.05, 0.20, -0.03], [0.06, -0.34, 0.10], [0.40, 0.28, 0.16], [-0.13, -0.07, 0.05], [-0.20, 0.32, -0.19], [0.34, -0.16, 0.22], [-0.04, -0.29, 0.03], [0.24, -0.29, 0.22], [0.10, 0.07, -0.12], [-0.01, -0.02, 0.04], [0.01, 0.05, 0.11], [-0.01, 0.00, -0.05], [-0.36, 0.37, -0.20], [-0.01, -0.01, -0.10], [-0.07, 0.00, 0.06], [-0.02, 0.02, -0.07], [-0.02, -0.04, 0.05], [-0.01, -0.03, 0.10], [0.00, -0.05, -0.11], [-0.07, -0.07, -0.14], [0.01, 0.08, 0.06], [0.08, 0.04, -0.01], [-0.01, 0.11, -0.06], [0.02, 0.12, 0.07], [0.12, 0.07, -0.04]],
  "nbo_charge": [-0.60, -0.38, 0.21, 0.21, -0.45, 0.34, -0.30, -0.34, 0.16, -0.37, -0.26, 0.24, -0.29, -0.31, 0.09, -0.40, 0.20, 0.23, 0.24, 0.24, 0.24, 0.29, -0.62, 0.27, 0.67, -0.63, -0.43, -0.21, -0.41, 0.20, -0.41, 0.21, -0.21, 0.19, 0.21, 0.22, 0.22, 0.19, 0.23, 0.25, 0.22, 0.21, 0.21, 0.20, 0.20]
}